(1)
Here is a cluster of 6 separate species, C17H50BO21P5 in total at a distorted geometry from OMol25. Energies are from ωB97M-V/def2-TZVPD.

Geometry (Å):
C -3.115 -2.963 1.877
O -2.225 -3.505 2.851
P -0.645 -3.872 2.645
O -0.072 -3.329 3.902
O -0.446 -2.927 1.350
C -0.286 -1.521 1.532
O 0.551 -4.853 2.090
C 0.792 -6.054 2.851
H -4.119 -3.313 2.117
H -3.135 -1.879 1.988
H -2.868 -3.255 0.859
H -0.369 -1.217 2.575
H -1.042 -0.998 0.951
H 0.692 -1.231 1.149
H -0.133 -6.610 3.003
H 1.235 -5.808 3.815
H 1.483 -6.678 2.291
C 2.973 9.917 0.725
O 2.764 8.517 0.574
P 2.303 7.419 1.723
O 1.254 6.726 0.909
O 1.692 8.601 2.656
C 0.476 9.237 2.279
O 2.200 6.408 3.045
C 2.703 5.089 2.834
H 3.724 10.217 -0.007
H 2.058 10.439 0.448
H 3.305 10.197 1.722
H 0.091 8.874 1.326
H 0.642 10.313 2.210
H -0.262 9.058 3.058
H 3.725 5.114 2.456
H 2.062 4.564 2.126
H 2.700 4.560 3.784
C -6.744 -5.980 -3.912
O -6.411 -5.736 -2.550
P -5.049 -6.189 -1.758
O -4.749 -4.943 -1.012
O -4.194 -6.384 -3.120
C -3.681 -5.239 -3.795
O -4.050 -7.286 -1.044
C -4.375 -7.658 0.309
H -7.829 -6.040 -3.981
H -6.444 -5.114 -4.500
H -6.304 -6.894 -4.303
H -3.978 -4.304 -3.320
H -4.037 -5.245 -4.826
H -2.595 -5.305 -3.812
H -5.414 -7.973 0.393
H -4.188 -6.822 0.983
H -3.735 -8.492 0.586
C 3.145 -12.874 2.535
O 2.744 -11.548 2.210
P 1.245 -11.033 1.791
O 1.157 -9.791 2.598
O 0.505 -12.318 2.446
C 0.326 -12.380 3.857
O -0.035 -10.890 0.767
C 0.068 -9.867 -0.242
H 4.192 -12.981 2.253
H 3.103 -12.992 3.617
H 2.555 -13.636 2.032
H 0.775 -11.531 4.374
H 0.771 -13.303 4.232
H -0.741 -12.408 4.069
H 0.999 -9.955 -0.800
H 0.006 -8.880 0.216
H -0.764 -9.996 -0.930
C 3.807 12.425 -7.008
O 2.804 11.960 -6.111
P 3.022 11.347 -4.609
O 1.936 12.039 -3.873
O 4.492 11.994 -4.402
C 4.608 13.369 -4.055
O 3.438 10.129 -3.592
C 2.468 9.073 -3.433
H 3.442 12.266 -8.022
H 3.910 13.502 -6.882
H 4.762 11.920 -6.882
H 3.642 13.873 -4.012
H 5.240 13.870 -4.789
H 5.095 13.441 -3.084
H 2.152 8.681 -4.398
H 1.601 9.439 -2.884
H 2.933 8.272 -2.864
B -2.401 3.927 0.868
C -1.477 3.672 2.130
C -1.512 2.173 2.332
O -1.424 1.462 1.359
H -3.459 3.381 0.895
H -2.044 4.572 -0.062
H -0.452 3.993 1.965
H -1.908 4.196 2.985
H -1.660 1.778 3.351

Output
largest force on an atom	8.0	eV Å⁻¹
SMILES string	COP(=O)(OC)OC.COP(=O)(OC)OC.COP(=O)(OC)OC.COP(=O)(OC)OC.COP(=O)(OC)OC.BCC=O
E_HOMO	-9.32	eV

Atomic partial charges in e from the Mulliken method, atoms 1 to 2: C -0.621; O -0.389



(2)
Here is a cluster of 2 separate species, C9H14O in total at a distorted geometry from OMol25. Energies are from ωB97M-V/def2-TZVPD.

Geometry (Å):
C 1.149 1.454 2.314
C 0.208 0.643 1.582
C -0.141 0.941 0.203
C -1.157 0.273 -0.460
C -1.713 -0.847 0.096
O -2.634 -1.564 -0.585
C -1.297 -1.313 1.358
C -0.359 -0.545 2.084
H 0.731 2.389 2.508
H 2.062 1.629 1.685
H 1.467 0.911 3.254
H 0.361 1.720 -0.284
H -1.516 0.480 -1.549
H -3.051 -2.250 -0.083
H -2.018 -2.064 1.883
H -0.269 -0.663 3.223
C 2.415 0.065 -2.028
C 2.379 0.702 -3.418
H 2.979 0.555 -1.310
H 2.758 -0.974 -2.172
H 1.462 0.085 -1.558
H 1.348 0.419 -3.910
H 2.689 1.690 -3.258
H 3.154 0.336 -4.139

Output
largest force on an atom	4.7	eV Å⁻¹
SMILES string	Cc1ccc(O)cc1.CC
E_HOMO	-8.27	eV
energy above the lowest of the compared OMol25 structures with the same formula, charge and spin	36.8	kcal per mole

Atomic partial charges in e from the Mulliken method, atoms 1 to 2: C -1.197; C 0.310



(3)
Here is a structure of composition C6H10NO2PS at a distorted geometry from OMol25. Energies are from ωB97M-V/def2-TZVPD.

Geometry (Å):
C -2.349 2.017 -0.897
C -1.307 1.549 -0.229
C -0.542 0.327 -0.409
C 0.549 0.114 0.498
C 1.778 -0.701 0.364
C 2.444 -0.425 -0.969
N 2.312 -1.196 1.441
O -0.654 -1.658 1.485
O -0.734 1.329 2.444
P -1.597 -1.420 0.226
S 0.167 0.290 2.200
H -2.570 3.004 -0.963
H -3.170 1.452 -1.400
H -0.743 2.288 0.287
H -0.236 0.057 -1.399
H 2.255 0.548 -1.297
H 3.432 -0.638 -0.889
H 2.150 -1.075 -1.760
H 3.259 -1.482 1.199
H -2.923 -1.647 0.668
H -1.522 -2.737 -0.602

Output
largest force on an atom	5.9	eV Å⁻¹
E_HOMO (alpha / beta)	-7.98 / -7.98	eV
energy above the lowest of the compared OMol25 structures with the same formula, charge and spin	85.9	kcal per mole

Atomic partial charges in e from the Mulliken method, atoms 1 to 2: C -0.925; C -0.165



(4)
Here is the molecule Cl2H2NO2P at a distorted geometry from OMol25. Energies are from ωB97M-V/def2-TZVPD.

Geometry (Å):
N 1.006 -0.444 1.150
O 0.778 -0.100 -0.270
P -0.885 0.136 -0.668
O -1.471 0.954 0.358
Cl -1.925 -1.481 -1.087
Cl -0.393 1.074 -2.363
H 2.026 -0.663 1.179
H 0.864 0.524 1.701

Output
largest force on an atom	4.3	eV Å⁻¹
SMILES string	NOP(=O)(Cl)Cl
E_HOMO	-10.28	eV
energy above the lowest of the compared OMol25 structures with the same formula, charge and spin	9.5	kcal per mole

Atomic partial charges in e from the Mulliken method, atoms 1 to 2: N -0.467; O -0.232



(5)
Here is a cluster of 4 separate species, C48H41NO7Si in total from OMol25. Energies are from ωB97M-V/def2-TZVPD.

Geometry (Å):
O -0.752 -2.222 -7.980
C -1.002 -1.353 -7.173
C 0.078 -0.612 -6.464
C 1.405 -0.912 -6.752
C 2.425 -0.233 -6.106
C 2.129 0.752 -5.169
C 0.809 1.053 -4.883
C -0.221 0.375 -5.522
C -1.627 0.715 -5.173
O -1.883 1.541 -4.321
C -2.711 -0.003 -5.905
C -4.036 0.318 -5.631
C -5.058 -0.334 -6.299
C -4.763 -1.310 -7.244
C -3.445 -1.633 -7.521
C -2.414 -0.981 -6.854
H 1.611 -1.681 -7.484
H 3.456 -0.471 -6.330
H 2.910 1.298 -4.656
H 0.555 1.821 -4.164
H -4.240 1.086 -4.898
H -6.089 -0.081 -6.086
H -5.564 -1.817 -7.766
H -3.189 -2.389 -8.251
O -5.822 0.069 3.004
C -4.690 0.369 2.692
C -4.313 0.606 1.270
C -5.296 0.490 0.293
C -4.978 0.711 -1.035
C -3.679 1.048 -1.399
C -2.695 1.160 -0.430
C -3.007 0.941 0.908
C -1.932 1.060 1.933
O -0.785 1.314 1.620
C -2.310 0.848 3.360
C -1.338 0.978 4.346
C -1.668 0.779 5.676
C -2.971 0.453 6.032
C -3.945 0.324 5.056
C -3.619 0.521 3.720
H -6.298 0.226 0.601
H -5.744 0.620 -1.795
H -3.428 1.221 -2.438
H -1.678 1.417 -0.694
H -0.328 1.233 4.058
H -0.905 0.874 6.438
H -3.225 0.298 7.072
H -4.966 0.068 5.304
O 3.940 -4.745 5.121
C 2.751 -4.679 4.894
C 2.147 -3.469 4.265
C 2.976 -2.408 3.920
C 2.438 -1.277 3.329
C 1.074 -1.202 3.069
C 0.243 -2.253 3.420
C 0.775 -3.389 4.020
C -0.146 -4.499 4.398
O -1.342 -4.415 4.221
C 0.462 -5.720 5.004
C -0.366 -6.786 5.339
C 0.174 -7.932 5.897
C 1.544 -8.020 6.123
C 2.372 -6.961 5.794
C 1.835 -5.807 5.233
H 4.034 -2.492 4.127
H 3.073 -0.441 3.066
H 0.662 -0.324 2.588
H -0.824 -2.214 3.242
H -1.427 -6.692 5.153
H -0.471 -8.761 6.156
H 1.963 -8.918 6.557
H 3.440 -7.003 5.962
C 2.045 5.972 -2.706
O 2.924 4.948 -3.126
C 3.981 4.632 -2.240
C 3.791 3.257 -1.549
N 2.927 2.397 -2.383
Si 3.268 3.312 0.273
C 1.472 3.818 0.458
C 3.467 1.585 0.975
C 4.373 4.497 1.219
H 2.007 6.056 -1.616
H 1.047 5.734 -3.073
H 2.351 6.941 -3.113
H 4.072 5.428 -1.492
H 4.908 4.633 -2.818
H 4.777 2.777 -1.561
H 1.966 2.722 -2.340
H 2.924 1.452 -2.013
H 1.199 4.654 -0.188
H 1.284 4.132 1.488
H 0.792 2.990 0.249
H 2.862 0.852 0.437
H 3.130 1.578 2.015
H 4.507 1.252 0.953
H 4.273 4.341 2.296
H 5.427 4.352 0.969
H 4.128 5.542 1.022

Output
largest force on an atom	0.2	eV Å⁻¹
SMILES string	O=C1c2ccccc2C(=O)c2ccccc21.O=C1c2ccccc2C(=O)c2ccccc21.O=C1c2ccccc2C(=O)c2ccccc21.COC[C@H](N)[Si](C)(C)C
E_HOMO	-8.61	eV

Atomic partial charges in e from the Mulliken method, atoms 1 to 2: O -0.665; C 0.573



(6)
Here is a structure of composition C22H52Br2NO8S at a distorted geometry from OMol25. Energies are from ωB97M-V/def2-TZVPD.

Geometry (Å):
C 3.967 8.553 3.283
C 4.807 7.271 3.217
N 4.679 6.580 1.920
S 3.613 5.292 1.763
C 3.960 4.154 3.104
C 1.926 5.878 1.873
Br 1.249 6.047 0.111
C 1.181 6.195 2.907
C -0.197 6.696 2.853
Br 1.815 6.065 4.689
H 3.453 8.677 4.226
H 3.197 8.527 2.522
H 4.558 9.435 3.088
H 4.659 6.627 4.066
H 5.837 7.592 3.264
H 4.435 7.224 1.172
H 4.359 3.288 2.596
H 4.738 4.525 3.751
H 3.057 3.855 3.606
H -0.794 6.051 3.486
H -0.217 7.682 3.299
H -0.614 6.656 1.863
C 7.184 2.180 3.836
O 6.905 2.814 2.595
C 7.740 3.943 2.352
C 8.863 3.620 1.391
O 9.773 2.695 1.953
C 9.601 1.368 1.478
H 6.661 1.225 3.845
H 8.252 1.997 3.963
H 6.818 2.790 4.670
H 8.144 4.331 3.292
H 7.111 4.724 1.907
H 9.419 4.540 1.182
H 8.461 3.246 0.445
H 9.965 1.280 0.450
H 8.555 1.055 1.521
H 10.190 0.711 2.114
C -1.522 0.700 -2.174
O -2.026 2.022 -2.043
C -2.853 2.196 -0.906
C -2.115 2.894 0.214
O -1.059 2.095 0.732
C 0.211 2.469 0.242
H -0.748 0.712 -2.939
H -1.085 0.338 -1.240
H -2.316 0.019 -2.492
H -3.250 1.236 -0.561
H -3.699 2.820 -1.210
H -2.813 3.081 1.037
H -1.732 3.860 -0.133
H 0.531 3.416 0.696
H 0.212 2.577 -0.846
H 0.919 1.687 0.516
C -4.335 -2.265 -2.595
O -3.003 -2.745 -2.546
C -2.725 -3.474 -1.359
C -2.745 -4.967 -1.597
O -4.045 -5.426 -1.926
C -4.227 -5.660 -3.314
H -4.526 -1.905 -3.605
H -5.058 -3.049 -2.360
H -4.461 -1.430 -1.895
H -3.431 -3.205 -0.567
H -1.722 -3.183 -1.029
H -2.445 -5.473 -0.673
H -2.030 -5.238 -2.379
H -3.700 -6.570 -3.619
H -3.875 -4.818 -3.915
H -5.290 -5.801 -3.493
C -8.029 -7.716 -3.533
O -6.694 -8.190 -3.510
C -6.375 -8.894 -2.319
C -6.389 -10.392 -2.531
O -7.694 -10.871 -2.814
C -7.911 -11.128 -4.190
H -8.243 -7.376 -4.545
H -8.742 -8.500 -3.267
H -8.146 -6.870 -2.847
H -7.058 -8.617 -1.511
H -5.365 -8.589 -2.024
H -6.057 -10.880 -1.609
H -5.694 -10.669 -3.329
H -7.382 -12.035 -4.500
H -7.589 -10.290 -4.814
H -8.979 -11.281 -4.334

Output
largest force on an atom	1.5	eV Å⁻¹
charge	+1
E_HOMO	-10.06	eV

Atomic partial charges in e from the Mulliken method, atoms 1 to 2: C -1.141; C -0.348